i:
45
Properties=species:S:1:pos:R:3 method="wB97M-V/def2-TZVPD" total_charge=0 homo_energy_ev=-9.44 molar_mass_da=270.225 lumo_ha=-0.0225
H 0.08 -0.26 -1.24
H 0.59 -0.02 0.17
H 2.72 -2.12 -0.94
H 3.45 -1.55 -2.14
H 1.45 -2.68 3.56
H 0.68 -3.60 4.48
H 0.68 3.57 -3.10
H -0.69 3.59 -2.45
H -4.96 1.48 0.76
H -3.62 1.46 1.49
H -2.12 -1.15 -2.12
H -2.91 -0.49 -1.00
H -1.43 1.36 5.29
H -0.65 0.59 4.24
H 2.16 5.09 -0.73
H 1.93 3.59 -0.77
H 2.54 2.14 4.70
H 2.76 2.30 3.20
H -2.95 -2.35 1.64
H -3.32 -2.02 3.08
H 3.31 -0.70 1.60
H 2.18 -1.43 0.89
H 1.03 -1.80 -3.30
H 2.53 -1.66 -3.51
H -1.23 1.98 0.94
H -0.24 2.98 1.52
H 1.61 -1.04 -5.26
H 1.93 0.37 -4.81
H -2.19 -3.36 -2.49
H -3.47 -2.62 -2.84
O -0.20 -0.29 -0.32
O 3.32 -2.37 -1.65
O 0.93 -3.49 3.56
O -0.26 3.59 -3.31
O -4.05 1.18 0.67
O -3.02 -1.03 -1.79
O -1.14 0.47 5.06
O 1.61 4.42 -1.15
O 2.13 1.95 3.85
O -3.68 -2.40 2.27
O 3.05 -1.04 0.73
O 1.81 -1.38 -2.93
O -0.55 2.08 1.62
O 1.27 -0.14 -5.29
O -3.08 -3.19 -2.17

ii:
45
Properties=species:S:1:pos:R:3 method="wB97M-V/def2-TZVPD" total_charge=0 homo_energy_ev=-9.10 molar_mass_da=270.225 lumo_ha=-0.0140
O 0.24 0.22 0.14
H 0.31 -0.68 0.38
H -0.61 0.57 0.39
O -0.85 -0.34 -2.94
H 0.05 -0.21 -2.69
H -1.39 -0.24 -2.17
O -2.50 -0.09 -0.90
H -3.41 -0.13 -1.18
H -2.30 -0.94 -0.53
O 0.42 1.95 -1.93
H 0.48 1.31 -1.18
H 1.23 1.75 -2.36
O -2.25 -2.64 -0.31
H -1.82 -2.71 0.55
H -2.66 -3.44 -0.58
O 1.68 -1.26 -2.42
H 2.26 -0.81 -1.81
H 2.21 -1.89 -2.85
O 2.04 -1.05 2.77
H 1.82 -0.12 2.80
H 2.90 -1.31 2.48
O 0.18 4.23 1.15
H -0.76 4.48 1.09
H 0.14 3.29 1.38
O 3.11 0.02 -0.49
H 3.99 0.02 -0.84
H 2.98 0.93 -0.32
O -0.23 -3.19 -2.00
H 0.35 -2.44 -2.03
H -0.86 -2.96 -1.34
O 1.36 1.57 2.20
H 2.25 1.69 1.94
H 0.89 1.34 1.44
O 0.91 -2.41 0.68
H 1.67 -2.73 0.18
H 1.38 -1.94 1.38
O -1.91 2.92 -1.06
H -1.09 2.53 -1.42
H -2.68 2.30 -1.11
O -1.50 1.78 1.69
H -2.08 2.25 1.13
H -1.74 2.07 2.58
O -1.48 -1.20 2.34
H -1.72 -1.93 2.89
H -0.99 -0.55 2.88

iii:
45
Properties=species:S:1:pos:R:3 method="wB97M-V/def2-TZVPD" total_charge=0 homo_energy_ev=-10.47 molar_mass_da=270.225 lumo_ha=-0.0162
H -0.62 -0.35 0.36
H 0.62 0.33 0.80
H 0.52 -2.13 -0.93
H 1.39 -3.36 -0.99
H 1.05 1.14 2.13
H 0.89 0.97 3.64
H -2.85 -0.86 1.69
H -2.62 -2.21 0.82
H -3.12 3.24 -0.25
H -3.17 3.52 -1.80
H -2.41 -4.39 3.62
H -2.64 -3.19 2.77
H 4.09 -1.09 -0.07
H 3.96 -1.47 1.34
H 0.99 -1.92 -3.33
H 1.22 -0.40 -3.43
H 2.05 2.68 -1.74
H 0.80 1.68 -2.05
H -4.73 -0.04 -1.46
H -3.68 1.07 -1.85
H -1.89 -1.28 -2.89
H -3.10 -0.32 -3.20
H -1.30 5.00 0.77
H -0.86 3.97 1.96
H 1.93 3.01 3.04
H 1.63 3.47 1.66
H 3.91 -0.49 -1.65
H 3.81 -0.14 -3.23
H 1.13 -1.89 0.74
H 2.35 -2.64 0.72
O 0.08 -0.40 1.05
O 0.47 -3.12 -0.86
O 0.91 0.48 2.81
O -3.18 -1.79 1.43
O -3.26 2.83 -1.11
O -2.47 -3.46 3.75
O 4.68 -1.39 0.64
O 1.66 -1.21 -3.26
O 1.16 2.44 -1.48
O -3.85 0.21 -1.47
O -2.84 -1.23 -3.17
O -0.86 4.19 0.98
O 1.95 3.88 2.46
O 3.53 0.11 -2.29
O 2.09 -1.78 0.87

iv:
45
Properties=species:S:1:pos:R:3 method="wB97M-V/def2-TZVPD" total_charge=0 homo_energy_ev=-10.63 molar_mass_da=270.225 lumo_ha=-0.0187
O 1.22 3.51 2.12
H 1.98 3.74 1.56
H 0.99 4.10 2.69
O -2.63 3.80 1.95
H -2.36 3.52 0.97
H -1.81 3.71 2.35
O -0.38 -2.90 -3.02
H -0.54 -2.03 -2.61
H 0.39 -3.14 -3.58
O -0.38 -4.50 -0.08
H -0.04 -3.80 0.37
H -0.93 -3.85 -0.68
O 2.99 -2.40 -0.90
H 3.87 -2.31 -0.51
H 3.10 -3.16 -1.64
O 3.65 2.76 1.11
H 3.17 2.71 0.33
H 3.16 2.16 1.78
O 0.70 -2.82 2.73
H 0.26 -2.12 2.29
H 1.49 -2.63 3.07
O 1.61 0.01 -0.63
H 1.32 -0.90 -0.64
H 2.38 0.08 -0.21
O -1.87 -0.49 -0.06
H -1.39 0.02 -0.72
H -2.31 -0.02 0.61
O -4.34 2.10 -1.42
H -4.66 2.27 -0.55
H -4.23 1.20 -1.67
O -0.49 1.93 -0.24
H 0.17 2.38 -0.72
H -0.31 2.23 0.74
O 2.50 2.54 -1.42
H 1.86 1.73 -1.09
H 1.90 3.18 -1.76
O 2.59 -1.35 -3.63
H 3.03 -1.53 -2.81
H 1.98 -0.74 -3.50
O -2.92 0.70 2.75
H -2.37 -0.11 2.52
H -3.57 0.40 3.40
O -3.17 -3.37 0.05
H -2.61 -2.51 -0.01
H -3.00 -4.12 0.70

Quick one: most stable of them? ii

i:
20
Properties=species:S:1:pos:R:3 method="wB97M-V/def2-TZVPD" total_charge=0 homo_energy_ev=-8.53 molar_mass_da=108.184 lumo_ha=0.0203
C 0.01 -1.79 -0.53
C 0.57 -0.42 -0.31
C 2.01 -0.28 -0.41
C 2.49 -0.08 0.95
C -0.34 0.60 -0.29
C 0.25 2.02 -0.29
C -1.99 0.52 -0.04
C -2.54 -0.57 0.52
H -1.00 -1.99 -0.92
H 0.43 -2.56 -1.40
H -0.14 -2.26 0.63
H 2.44 -0.62 -1.35
H 3.72 0.27 1.12
H 1.87 -0.09 2.05
H -1.05 2.49 -0.58
H 0.64 2.57 0.65
H 1.02 2.38 -1.61
H -2.68 1.56 -0.05
H -3.59 -0.22 1.02
H -2.11 -1.54 0.85

ii:
20
Properties=species:S:1:pos:R:3 method="wB97M-V/def2-TZVPD" total_charge=0 homo_energy_ev=-6.37 molar_mass_da=108.184 lumo_ha=-0.0901
C -1.57 -1.37 1.35
C -3.01 -1.35 1.06
C -3.69 -0.22 0.97
C 0.71 0.34 1.64
C 0.98 0.66 0.27
C 1.90 0.23 -0.63
C 1.89 0.91 -1.92
C 2.72 0.61 -2.94
H -1.17 -0.39 0.96
H -1.27 -1.25 2.41
H -0.88 -2.07 0.90
H -4.56 0.10 0.42
H -3.16 0.69 1.36
H 1.46 0.07 2.40
H -0.14 0.92 2.02
H 0.20 1.36 -0.04
H 2.80 -0.36 -0.48
H 1.09 1.63 -2.03
H 2.86 1.26 -3.79
H 3.38 -0.24 -2.78

Quick one: most stable of them? ii

i:
20
Properties=species:S:1:pos:R:3 method="wB97M-V/def2-TZVPD" total_charge=0 smiles=CC1(C)[C@]2(C)[C@H]3C[C@@]312 homo_energy_ev=-8.06 molar_mass_da=108.184 lumo_ha=0.0374
C -1.82 -0.49 -1.05
C -0.78 0.17 -0.15
C -1.45 1.18 0.79
C 0.47 -0.45 0.35
C 1.06 -1.68 0.83
C 1.43 0.76 0.41
C 1.95 0.69 -0.95
C 0.51 0.38 -0.91
H -2.11 0.29 -1.73
H -2.81 -0.75 -0.53
H -1.48 -1.44 -1.47
H -2.32 0.80 1.34
H -1.89 1.95 0.14
H -0.64 1.64 1.48
H 2.04 -1.83 0.47
H 0.50 -2.68 0.67
H 1.06 -1.60 1.89
H 1.38 1.69 1.00
H 2.29 1.57 -1.36
H 2.62 -0.19 -1.22

ii:
20
Properties=species:S:1:pos:R:3 method="wB97M-V/def2-TZVPD" total_charge=0 homo_energy_ev=-6.91 molar_mass_da=108.184 lumo_ha=-0.0575
C 3.06 -1.01 -0.27
C 1.99 -0.01 0.04
C 2.40 1.37 0.19
C -0.58 0.30 -0.21
C 0.49 -0.34 0.34
C -3.54 -0.85 0.33
C -3.14 0.43 -0.28
C -1.77 0.75 -0.65
H 2.69 -0.60 0.67
H 3.54 -1.75 0.24
H 3.02 -1.23 -1.22
H 1.83 1.97 0.87
H 2.20 1.82 -0.87
H 3.49 1.30 0.30
H 0.60 -1.26 0.87
H -2.66 -0.97 0.99
H -3.76 -1.78 -0.20
H -4.21 -0.68 1.19
H -3.85 0.99 -0.90
H -1.80 1.55 -1.42

iii:
20
Properties=species:S:1:pos:R:3 method="wB97M-V/def2-TZVPD" total_charge=0 homo_energy_ev=-6.21 molar_mass_da=108.184 lumo_ha=-0.0842
C 2.31 0.32 0.68
C 3.37 0.55 -0.31
C 3.65 -0.19 -1.35
C 0.06 -1.33 1.23
C -0.89 -0.79 0.33
C -1.93 0.06 0.52
C -2.79 0.35 -0.61
C -3.84 1.18 -0.57
H 1.51 -0.25 0.14
H 2.54 -0.39 1.48
H 1.74 1.14 1.11
H 4.13 0.03 -2.30
H 3.17 -1.18 -1.38
H -0.12 -1.56 2.26
H 0.75 -1.99 0.73
H -0.64 -1.11 -0.68
H -2.36 0.37 1.47
H -2.46 -0.09 -1.55
H -4.58 1.23 -1.35
H -4.01 1.70 0.37

Quick one: most stable of them? i

i:
20
Properties=species:S:1:pos:R:3 method="wB97M-V/def2-TZVPD" total_charge=0 smiles="CC1CC=CC=CC1" homo_energy_ev=-8.31 molar_mass_da=108.184 lumo_ha=0.0303
C -1.27 -0.19 1.28
C -1.08 -0.35 -0.22
C -0.11 -1.42 -0.71
C 1.28 -1.30 -0.11
C 2.00 -0.22 0.20
C 1.51 1.14 0.17
C 0.34 1.74 -0.19
C -0.81 1.08 -0.84
H -0.41 0.19 1.88
H -2.22 0.38 1.43
H -1.55 -1.18 1.70
H -2.03 -0.66 -0.69
H -0.02 -1.29 -1.80
H -0.44 -2.49 -0.57
H 1.75 -2.34 0.01
H 2.95 -0.45 0.73
H 2.18 1.97 0.51
H 0.26 2.83 -0.06
H -1.80 1.62 -0.75
H -0.53 0.96 -1.95

ii:
20
Properties=species:S:1:pos:R:3 method="wB97M-V/def2-TZVPD" total_charge=0 smiles=C[C@H]1[C@]2(C)[C@@]3(C)C[C@]132 homo_energy_ev=-7.75 molar_mass_da=108.184 lumo_ha=0.0323
C 0.40 2.23 1.04
C 0.42 0.99 0.22
C -0.04 -0.34 0.57
C 0.00 -1.22 1.73
C -0.19 -1.03 -0.74
C 0.87 -1.02 -1.91
C -1.63 -0.52 -1.03
C -1.00 0.53 -0.14
H -0.30 2.98 0.61
H 1.42 2.62 1.09
H 0.04 2.15 2.15
H 1.18 1.10 -0.51
H 1.01 -1.63 1.76
H -0.78 -1.93 1.54
H -0.15 -0.55 2.61
H 1.73 -0.47 -1.41
H 0.50 -0.64 -2.89
H 1.12 -2.10 -2.08
H -2.56 -0.92 -0.60
H -2.01 -0.25 -2.03

iii:
20
Properties=species:S:1:pos:R:3 method="wB97M-V/def2-TZVPD" total_charge=0 smiles="C=C/C=C/C(=C)CC" homo_energy_ev=-7.64 molar_mass_da=108.184 lumo_ha=0.0014
C -3.90 -0.57 -0.39
C -2.59 -0.82 -0.62
C -1.47 -0.23 -0.02
C -0.22 -0.66 -0.50
C 1.01 -0.35 0.12
C 2.03 -1.34 -0.02
C 1.17 1.00 0.91
C 2.52 1.73 0.53
H -4.71 -1.11 -1.01
H -4.35 0.03 0.45
H -2.26 -1.48 -1.43
H -1.53 0.83 0.26
H -0.20 -1.32 -1.39
H 1.86 -1.96 -0.88
H 2.91 -1.62 0.50
H 0.95 0.58 1.86
H 0.34 1.63 0.49
H 2.49 1.91 -0.61
H 3.33 1.04 0.63
H 2.59 2.70 1.13

iv:
20
Properties=species:S:1:pos:R:3 method="wB97M-V/def2-TZVPD" total_charge=0 homo_energy_ev=-6.75 molar_mass_da=108.184 lumo_ha=-0.0536
C 3.36 -0.57 -0.34
C 2.16 0.03 -0.17
C 1.25 0.28 -1.17
C -0.26 1.02 -0.90
C -1.19 0.68 0.01
C -2.55 1.05 0.08
C -0.82 -0.35 1.12
C -1.62 -1.61 0.97
H 4.04 -0.84 0.54
H 3.81 -0.67 -1.31
H 1.88 0.41 0.83
H 1.23 -0.30 -2.07
H -0.49 1.77 -1.65
H -2.69 1.99 -0.45
H -3.27 0.66 0.76
H 0.25 -0.53 0.93
H -0.98 0.19 2.04
H -1.34 -2.40 1.71
H -2.74 -1.39 1.16
H -1.55 -2.02 -0.03

Quick one: most stable of them? i

i:
29
Properties=species:S:1:pos:R:3 method="wB97M-V/def2-TZVPD" total_charge=0 smiles=CCc1ccccc1.CCC homo_energy_ev=-8.98 molar_mass_da=150.265 lumo_ha=0.0344
C 2.36 0.85 1.00
C 0.91 0.49 0.66
C 0.60 -1.00 0.69
C -0.66 -1.44 1.11
C -0.98 -2.78 1.01
C -0.02 -3.70 0.58
C 1.27 -3.29 0.32
C 1.53 -1.92 0.24
H 2.95 0.93 0.09
H 2.85 0.11 1.63
H 2.36 1.77 1.58
H 0.22 0.88 1.41
H 0.55 0.83 -0.31
H -1.31 -0.72 1.60
H -1.99 -3.15 1.08
H -0.29 -4.75 0.64
H 2.07 -3.99 0.13
H 2.50 -1.58 -0.11
C -2.69 3.29 -1.03
C -1.31 2.77 -1.52
C -0.58 3.88 -2.27
H -3.00 4.20 -1.56
H -2.63 3.63 0.01
H -3.51 2.62 -1.26
H -0.76 2.47 -0.63
H -1.47 1.91 -2.16
H -0.26 4.65 -1.56
H 0.30 3.49 -2.78
H -1.27 4.34 -2.98

ii:
29
Properties=species:S:1:pos:R:3 method="wB97M-V/def2-TZVPD" total_charge=0 smiles=Cc1ccccc1.CC(C)C homo_energy_ev=-8.99 molar_mass_da=150.265 lumo_ha=0.0362
C 1.92 1.59 -0.89
C 2.23 0.38 -0.13
C 3.25 0.26 0.82
C 3.50 -0.99 1.42
C 2.91 -2.17 0.94
C 1.81 -2.01 0.03
C 1.64 -0.82 -0.53
H 1.10 2.08 -0.42
H 1.93 1.54 -1.93
H 2.74 2.29 -0.50
H 3.86 1.21 1.01
H 4.48 -1.04 2.07
H 3.18 -3.21 1.33
H 1.25 -2.89 -0.32
H 1.12 -0.73 -1.53
C -2.69 0.33 -1.54
C -2.36 0.64 -0.11
C -3.57 1.13 0.59
C -1.86 -0.66 0.70
H -3.53 -0.41 -1.41
H -1.83 -0.17 -1.92
H -2.94 1.08 -2.14
H -1.50 1.44 -0.13
H -4.43 1.11 -0.08
H -3.73 0.74 1.58
H -3.40 2.14 0.62
H -2.03 -1.55 -0.07
H -0.76 -0.60 0.76
H -2.29 -0.68 1.75

Quick one: most stable of them? i

i:
29
Properties=species:S:1:pos:R:3 method="wB97M-V/def2-TZVPD" total_charge=0 smiles=Cc1ccccc1.CC(C)C homo_energy_ev=-9.00 molar_mass_da=150.265 lumo_ha=0.0327
C -0.49 1.71 -1.39
C -1.32 1.12 -0.27
C -2.74 1.45 -0.47
C -3.49 1.30 0.68
C -2.89 1.00 1.91
C -1.67 0.58 2.12
C -0.87 0.76 0.97
H -0.68 1.28 -2.48
H 0.49 1.52 -1.15
H -0.79 2.80 -1.37
H -3.02 1.74 -1.45
H -4.55 1.42 0.87
H -3.80 1.09 2.71
H -1.00 0.42 3.06
H 0.33 0.57 1.03
C 2.95 -0.68 0.38
C 1.57 -1.06 -0.31
C 1.96 -1.33 -1.85
C 0.97 -2.18 0.48
H 3.56 0.23 -0.08
H 3.44 -1.67 0.31
H 2.63 -0.45 1.38
H 0.82 -0.23 -0.41
H 2.63 -2.09 -2.06
H 1.23 -1.77 -2.49
H 2.49 -0.45 -2.24
H -0.11 -1.79 0.80
H 0.84 -2.97 -0.14
H 1.52 -2.31 1.45

ii:
29
Properties=species:S:1:pos:R:3 method="wB97M-V/def2-TZVPD" total_charge=0 smiles=c1ccccc1.CCCCC homo_energy_ev=-8.88 molar_mass_da=150.265 lumo_ha=0.0343
C 1.41 1.98 -0.49
C 2.54 1.25 -0.75
C 2.74 0.25 -1.61
C 1.62 -0.13 -2.38
C 0.42 0.34 -1.96
C 0.26 1.52 -1.06
H 1.41 2.84 0.22
H 3.48 1.24 -0.04
H 3.68 -0.28 -1.70
H 1.67 -0.80 -3.27
H -0.49 -0.09 -2.55
H -0.74 1.82 -0.59
C -3.07 0.51 -0.30
C -1.67 0.43 0.27
C -1.25 -0.87 0.99
C 0.23 -0.90 1.38
C 0.57 -1.91 2.48
H -3.12 -0.20 -1.33
H -3.83 0.20 0.56
H -3.13 1.56 -0.71
H -1.37 1.28 0.84
H -1.13 0.30 -0.73
H -1.79 -0.99 2.00
H -1.56 -1.72 0.44
H 0.50 0.13 1.74
H 0.75 -1.10 0.46
H 0.46 -2.88 1.87
H 1.56 -1.90 2.93
H -0.17 -1.88 3.28

Quick one: most stable of them? i